This record from OMol25 describes a structure of composition C25H45Br18N2P. The level of theory is the ωB97M-V functional and the def2-TZVPD basis.

CARTESIAN COORDINATES (ANGSTROEM)
N  -1.24  2.55  -3.13
C  -0.26  2.55  -4.01
C  -0.33  1.90  -5.47
P  0.84  0.44  -5.75
C  1.11  -0.54  -4.12
C  0.69  -2.02  -4.18
C  0.94  -2.86  -2.88
C  1.60  -1.99  -1.75
C  1.94  -0.48  -1.85
N  1.68  0.22  -3.07
H  -2.03  2.04  -3.57
H  0.72  3.06  -3.71
H  -0.06  2.74  -6.21
H  -1.41  1.57  -5.65
H  2.15  0.92  -6.06
H  0.23  -2.52  -5.10
H  0.71  -3.96  -2.78
H  1.83  -2.51  -0.76
H  2.42  0.13  -0.96
Br  0.26  -3.68  1.63
C  -1.35  -2.62  1.38
C  -2.11  -3.05  0.15
Br  -1.25  -2.39  -1.48
H  -1.04  -1.57  1.35
H  -1.95  -2.79  2.28
H  -3.11  -2.62  0.14
H  -2.18  -4.14  0.05
Br  -1.35  -4.02  6.80
C  0.36  -3.79  5.88
C  0.82  -2.35  5.95
Br  -0.16  -1.24  4.69
H  0.23  -4.15  4.87
H  1.05  -4.44  6.41
H  1.86  -2.27  5.64
H  0.70  -1.90  6.93
Br  2.04  -2.37  9.49
C  3.74  -2.13  8.58
C  4.20  -0.70  8.63
Br  3.21  0.42  7.38
H  3.61  -2.50  7.56
H  4.44  -2.78  9.11
H  5.24  -0.62  8.33
H  4.08  -0.25  9.62
Br  -1.64  4.94  -7.48
C  -2.98  4.13  -8.63
C  -3.52  2.85  -8.03
Br  -2.25  1.39  -8.26
H  -2.53  4.00  -9.61
H  -3.78  4.88  -8.70
H  -4.42  2.53  -8.56
H  -3.73  2.93  -6.97
Br  -0.36  2.38  6.94
C  -0.07  4.22  7.53
C  1.39  4.59  7.46
Br  2.39  3.82  8.94
H  -0.49  4.30  8.53
H  -0.66  4.83  6.84
H  1.51  5.67  7.57
H  1.87  4.27  6.54
Br  -1.72  -1.39  -6.09
C  -3.08  -2.18  -7.25
C  -3.62  -3.46  -6.67
Br  -2.36  -4.94  -6.90
H  -2.62  -2.32  -8.23
H  -3.86  -1.43  -7.32
H  -4.52  -3.78  -7.19
H  -3.83  -3.39  -5.60
Br  5.75  -3.08  2.21
C  6.05  -1.96  0.65
C  5.26  -0.67  0.74
Br  3.38  -0.96  0.34
H  5.79  -2.55  -0.22
H  7.12  -1.75  0.65
H  5.61  0.04  -0.01
H  5.31  -0.20  1.73
Br  3.71  8.55  12.24
C  3.91  7.68  10.50
C  3.10  8.38  9.44
Br  1.20  7.95  9.60
H  3.63  6.63  10.64
H  4.97  7.73  10.27
H  3.38  8.03  8.45
H  3.18  9.47  9.48
Br  -7.01  -5.36  -7.51
C  -7.78  -5.07  -9.27
C  -7.08  -3.94  -9.99
Br  -7.65  -2.21  -9.30
H  -8.84  -4.90  -9.13
H  -7.63  -6.01  -9.80
H  -7.36  -3.93  -11.05
H  -5.99  -3.98  -9.90

Gap between HOMO and LUMO   8.052 eV
HOMO energy   -7.774 eV
Strongest force on any atom   6.11 eV/Å
LUMO energy   0.279 eV
Energy relative to the best compared isomer or geometry (same formula, charge and spin)   126.74 kcal per mole

This record from OMol25 describes a structure of composition C25H45ClFPTm. The level of theory is the ωB97M-V functional and the def2-TZVPD basis.

CARTESIAN COORDINATES (ANGSTROEM)
Tm  -1.45  -1.99  2.54
P  0.42  -0.35  0.11
Cl  -2.06  -3.34  0.54
C  0.15  -3.23  3.37
H  0.64  -4.12  2.95
H  0.61  -3.00  4.35
C  -0.02  -0.26  -1.74
C  2.08  -1.23  0.24
C  -0.21  -1.68  -2.29
H  -1.02  0.22  -1.69
C  -0.85  -1.65  -3.69
H  0.77  -2.19  -2.36
H  -0.82  -2.28  -1.61
C  -0.09  -0.74  -4.67
H  -0.89  -2.67  -4.09
H  -1.88  -1.29  -3.59
C  0.19  0.65  -4.09
H  0.86  -1.22  -4.95
H  -0.68  -0.64  -5.59
C  0.83  0.59  -2.69
H  0.84  1.21  -4.76
H  -0.76  1.20  -4.01
H  1.84  0.16  -2.79
H  0.96  1.61  -2.31
C  0.83  1.44  0.56
C  3.01  -1.13  -0.96
H  2.56  -0.71  1.09
C  4.36  -1.82  -0.67
H  2.55  -1.63  -1.83
H  3.20  -0.09  -1.24
C  4.19  -3.27  -0.22
H  4.98  -1.78  -1.58
H  4.88  -1.25  0.11
C  3.17  -3.43  0.91
H  3.85  -3.88  -1.07
H  5.16  -3.68  0.10
C  1.86  -2.69  0.64
H  2.96  -4.48  1.10
H  3.60  -3.02  1.84
H  1.29  -3.21  -0.14
H  1.26  -2.76  1.56
C  -0.31  2.37  0.12
H  0.79  1.36  1.66
C  -0.09  3.81  0.60
H  -0.38  2.37  -0.98
H  -1.27  2.00  0.50
C  1.30  4.36  0.24
H  -0.87  4.46  0.18
H  -0.21  3.84  1.69
C  2.43  3.41  0.65
H  1.35  4.55  -0.84
H  1.44  5.33  0.74
C  2.21  1.97  0.17
H  3.39  3.78  0.26
H  2.51  3.40  1.74
H  2.33  1.94  -0.93
H  3.01  1.34  0.59
C  -4.02  0.02  0.79
C  -3.91  -0.64  1.90
H  -3.78  -0.47  -0.15
C  -4.04  0.00  3.28
H  -3.78  -1.74  1.91
C  -4.93  1.25  3.25
H  -4.43  -0.69  4.04
H  -3.03  0.30  3.63
C  -4.61  2.16  2.07
H  -5.98  0.93  3.16
H  -4.82  1.80  4.20
C  -4.48  1.44  0.71
H  -5.37  2.95  2.02
H  -3.66  2.68  2.26
H  -5.46  1.48  0.22
H  -3.79  2.03  0.07
F  -0.71  -0.17  2.89

Gap between HOMO and LUMO (spin up / spin down)   4.185 / 4.236 eV
Total charge   -1
HOMO energy (spin up / spin down)   -1.589 / -1.641 eV
Strongest force on any atom   3.29 eV/Å
Spin multiplicity   3
LUMO energy (spin up / spin down)   2.596 / 2.595 eV
Energy relative to the best compared isomer or geometry (same formula, charge and spin)   0.00 kcal per mole